The following is a quantum chemistry calculation of BrPd as an isolated structure, from OMol25.

Each line ends with the Löwdin charge.
Geometry (Å):
Pd: 0.04 -0.46 1.22  0.928
Br: -0.04 0.46 -1.22  1.072

## Properties
- total charge = +2
- 2S+1 = 4
- energy above the lowest of the compared OMol25 structures with the same formula, charge and spin (kJ/mol) = 0.5
- max |F| (eV/A) = 0.6
- total energy (eV) = -73494.7852



The following is a quantum chemistry calculation of BrTi as an isolated structure, from OMol25.

Each line ends with the Löwdin charge.
Geometry (Å):
Ti: 0.20 0.38 -1.29  0.396
Br: -0.20 -0.38 1.29  -0.396

## Properties
- 2S+1 = 4
- energy above the lowest of the compared OMol25 structures with the same formula, charge and spin (kJ/mol) = 26.3
- max |F| (eV/A) = 1.8
- total energy (eV) = -93154.9611



The following is a quantum chemistry calculation of a 14-piece molecular cluster, C101H211N9O24 overall, from OMol25.

Each line ends with the Löwdin charge.
Geometry (Å):
C: -9.57 -8.44 26.45  -0.024
C: -8.59 -9.14 27.38  -0.487
C: -9.27 -9.82 28.57  -0.163
C: -9.97 -11.09 28.16  -0.174
C: -8.91 -11.98 27.48  -0.140
C: -8.16 -11.37 26.34  -0.580
N: -7.67 -10.10 26.77  -0.098
O: -7.03 -9.44 25.70  -0.034
C: -7.01 -12.28 25.98  -0.025
C: -9.09 -11.23 25.13  -0.017
C: -7.62 -8.04 28.04  -0.012
H: -9.06 -8.24 25.50  0.081
H: -10.10 -7.55 26.82  0.089
H: -10.28 -9.23 26.11  0.070
H: -8.54 -10.07 29.33  0.099
H: -9.96 -9.12 29.12  0.129
H: -10.69 -10.84 27.40  0.081
H: -10.46 -11.66 28.98  0.127
H: -9.44 -12.86 27.27  0.109
H: -8.14 -12.18 28.24  0.123
H: -6.34 -12.49 26.89  0.114
H: -7.46 -13.14 25.48  0.091
H: -6.39 -11.66 25.32  0.078
H: -10.14 -11.21 25.52  0.087
H: -8.87 -10.35 24.60  0.055
H: -9.13 -12.12 24.47  0.096
H: -6.80 -8.58 28.51  0.076
H: -8.19 -7.51 28.89  0.069
H: -7.23 -7.34 27.30  0.062
H: -6.08 -9.66 25.81  0.120
C: -13.40 -2.91 26.19  0.000
C: -11.90 -2.90 26.30  -0.512
C: -11.26 -3.84 25.31  -0.129
C: -11.25 -3.31 23.84  -0.171
C: -10.54 -2.00 23.80  -0.129
C: -11.22 -0.93 24.74  -0.470
N: -11.31 -1.56 26.07  -0.081
O: -11.99 -0.70 26.94  -0.043
C: -10.22 0.26 24.95  -0.020
C: -12.55 -0.32 24.27  -0.017
C: -11.45 -3.25 27.71  -0.014
H: -13.73 -2.72 25.15  0.080
H: -13.68 -2.01 26.70  0.067
H: -13.88 -3.74 26.66  0.070
H: -10.21 -3.98 25.58  0.109
H: -11.68 -4.86 25.32  0.127
H: -12.32 -3.26 23.56  0.113
H: -10.71 -4.01 23.21  0.106
H: -10.57 -1.52 22.81  0.123
H: -9.50 -2.13 24.10  0.114
H: -9.28 -0.06 25.41  0.073
H: -9.96 0.59 23.96  0.080
H: -10.65 1.05 25.58  0.076
H: -12.42 0.21 23.33  0.088
H: -13.27 -1.08 24.14  0.045
H: -12.92 0.39 25.02  0.086
H: -11.78 -4.25 27.92  0.080
H: -11.94 -2.56 28.31  0.029
H: -10.40 -3.21 27.87  0.054
H: -11.27 -0.17 27.20  0.043
C: -7.95 7.86 33.68  -0.022
C: -8.33 6.43 34.21  -0.478
C: -9.82 6.24 33.96  -0.148
C: -10.23 4.76 34.09  -0.145
C: -9.44 3.89 33.06  -0.128
C: -7.97 3.98 33.32  -0.519
N: -7.65 5.42 33.29  -0.074
O: -6.25 5.52 33.54  -0.042
C: -7.61 3.24 34.67  -0.020
C: -7.22 3.25 32.22  -0.033
C: -8.03 6.30 35.73  -0.026
H: -7.87 7.79 32.64  0.059
H: -6.98 8.07 34.10  0.075
H: -8.68 8.55 34.11  0.090
H: -10.33 6.90 34.65  0.111
H: -10.07 6.70 33.00  0.116
H: -11.30 4.58 34.09  0.096
H: -10.00 4.47 35.09  0.071
H: -9.65 4.30 32.10  0.095
H: -9.74 2.87 33.11  0.090
H: -8.33 3.34 35.51  0.069
H: -7.36 2.15 34.58  0.087
H: -6.61 3.58 35.03  0.086
H: -6.20 3.09 32.60  0.087
H: -7.67 2.26 32.15  0.079
H: -7.20 3.69 31.26  0.067
H: -8.39 7.23 36.19  0.083
H: -6.96 6.19 35.93  0.079
H: -8.60 5.49 36.24  0.076
H: -5.94 5.92 32.72  0.107
C: -5.09 -3.98 28.76  -0.036
C: -4.97 -3.74 27.25  -0.553
C: -6.35 -3.84 26.60  -0.123
C: -7.33 -2.72 27.00  -0.183
C: -6.62 -1.44 26.63  -0.169
C: -5.28 -1.26 27.29  -0.497
N: -4.47 -2.42 26.84  -0.047
O: -3.15 -2.23 27.49  -0.060
C: -4.56 0.00 26.64  -0.007
C: -5.36 -1.04 28.82  -0.022
C: -4.00 -4.74 26.66  -0.042
H: -4.15 -3.63 29.26  0.103
H: -5.34 -5.05 28.87  0.095
H: -5.94 -3.46 29.09  0.015
H: -6.17 -3.74 25.45  0.153
H: -6.69 -4.89 26.84  0.118
H: -7.58 -2.76 28.11  0.088
H: -8.32 -2.79 26.51  0.098
H: -7.26 -0.59 26.71  0.095
H: -6.44 -1.55 25.51  0.142
H: -5.08 0.91 26.89  0.077
H: -3.58 -0.07 27.05  0.052
H: -4.45 -0.19 25.54  0.099
H: -5.92 -1.85 29.38  0.072
H: -4.29 -1.18 29.13  0.099
H: -5.83 -0.09 29.02  0.078
H: -4.42 -5.75 26.70  0.077
H: -3.10 -4.74 27.30  0.088
H: -3.65 -4.56 25.62  0.098
H: -2.57 -2.17 26.72  0.101
C: -9.34 -10.39 32.40  -0.022
C: -8.10 -10.38 33.31  -0.524
C: -7.96 -8.99 33.96  -0.111
C: -8.96 -8.81 35.13  -0.173
C: -8.73 -9.92 36.13  -0.148
C: -8.91 -11.34 35.56  -0.509
N: -8.03 -11.39 34.35  -0.089
O: -8.17 -12.68 33.73  -0.022
C: -8.28 -12.27 36.55  -0.038
C: -10.42 -11.50 35.33  -0.022
C: -6.86 -10.54 32.40  -0.012
H: -9.27 -9.52 31.77  0.059
H: -10.30 -10.23 33.02  0.093
H: -9.39 -11.30 31.77  0.085
H: -6.94 -8.81 34.34  0.104
H: -8.10 -8.18 33.19  0.107
H: -10.06 -8.70 34.83  0.120
H: -8.83 -7.94 35.67  0.058
H: -9.44 -9.82 36.93  0.112
H: -7.68 -9.75 36.51  0.142
H: -8.43 -11.82 37.56  0.097
H: -8.73 -13.27 36.58  0.084
H: -7.21 -12.41 36.31  0.087
H: -10.99 -10.77 34.75  0.062
H: -10.66 -12.41 34.81  0.070
H: -10.89 -11.50 36.32  0.091
H: -7.12 -11.18 31.55  0.081
H: -6.03 -10.85 33.01  0.086
H: -6.64 -9.57 32.01  0.052
H: -9.14 -12.75 33.53  0.089
C: -15.63 -1.37 30.84  -0.026
C: -14.22 -0.67 30.63  -0.473
C: -14.38 0.29 29.45  -0.121
C: -13.16 1.23 29.32  -0.158
C: -12.91 1.98 30.62  -0.126
C: -12.69 1.02 31.82  -0.490
N: -13.91 0.07 31.85  -0.048
O: -13.68 -0.99 32.83  -0.074
C: -11.39 0.24 31.76  -0.019
C: -12.83 1.82 33.07  -0.041
C: -13.13 -1.77 30.18  -0.006
H: -15.47 -2.35 31.31  0.059
H: -16.15 -1.49 29.86  0.084
H: -16.29 -0.73 31.48  0.089
H: -14.64 -0.26 28.48  0.141
H: -15.23 0.84 29.67  0.090
H: -13.28 2.03 28.57  0.123
H: -12.28 0.68 29.01  0.072
H: -13.68 2.69 30.92  0.120
H: -12.04 2.58 30.52  0.086
H: -11.51 -0.54 32.54  0.086
H: -11.18 -0.23 30.81  0.051
H: -10.50 0.85 32.01  0.088
H: -13.85 2.20 33.11  0.089
H: -12.64 1.14 33.98  0.095
H: -12.11 2.67 33.00  0.076
H: -12.40 -1.19 29.69  0.024
H: -13.65 -2.37 29.47  0.067
H: -12.68 -2.34 31.00  0.082
H: -14.29 -0.73 33.54  0.108
C: -15.76 -7.24 31.93  -0.033
C: -16.19 -7.68 30.54  -0.499
C: -16.75 -6.41 29.76  -0.106
C: -15.55 -5.64 29.25  -0.200
C: -14.71 -6.45 28.26  -0.117
C: -14.00 -7.63 29.04  -0.488
N: -15.18 -8.37 29.69  -0.063
O: -14.64 -9.43 30.52  -0.056
C: -13.43 -8.66 28.07  -0.047
C: -12.89 -7.04 29.90  -0.035
C: -17.28 -8.73 30.73  -0.055
H: -16.65 -6.95 32.47  0.088
H: -15.16 -6.35 31.84  0.052
H: -15.30 -8.06 32.48  0.082
H: -17.41 -6.55 28.93  0.112
H: -17.23 -5.84 30.58  0.120
H: -15.00 -5.25 30.09  0.074
H: -15.87 -4.68 28.72  0.127
H: -13.82 -5.91 27.86  0.104
H: -15.26 -6.85 27.40  0.120
H: -12.86 -9.47 28.54  0.072
H: -14.23 -9.13 27.49  0.087
H: -12.69 -8.12 27.41  0.088
H: -12.08 -6.60 29.23  0.088
H: -13.18 -6.12 30.44  0.067
H: -12.37 -7.80 30.46  0.074
H: -18.21 -8.29 31.08  0.082
H: -17.10 -9.50 31.48  0.078
H: -17.50 -9.22 29.78  0.091
H: -15.28 -10.17 30.45  0.097
C: -9.13 -4.93 29.77  0.003
C: -8.79 -4.93 31.29  -0.535
C: -7.44 -5.54 31.56  -0.103
C: -7.07 -5.37 33.08  -0.146
C: -6.93 -3.85 33.24  -0.156
C: -8.24 -3.17 33.07  -0.422
N: -8.82 -3.63 31.75  -0.077
O: -10.08 -2.99 31.49  -0.046
C: -9.30 -3.52 34.20  0.005
C: -7.99 -1.63 33.07  0.009
C: -9.83 -5.95 31.95  -0.007
H: -9.25 -5.97 29.43  0.065
H: -8.30 -4.63 29.12  0.080
H: -10.00 -4.41 29.55  0.026
H: -7.63 -6.60 31.28  0.115
H: -6.65 -5.09 30.90  0.112
H: -6.18 -5.93 33.33  0.081
H: -7.85 -5.71 33.81  0.102
H: -6.21 -3.39 32.54  0.118
H: -6.62 -3.50 34.23  0.125
H: -10.26 -3.29 33.80  0.052
H: -9.36 -4.55 34.55  0.061
H: -9.25 -2.82 35.05  0.081
H: -8.90 -1.08 33.01  0.057
H: -7.43 -1.32 33.93  0.077
H: -7.36 -1.48 32.21  0.074
H: -9.83 -6.91 31.43  0.077
H: -10.85 -5.54 31.79  0.070
H: -9.72 -6.04 33.04  0.059
H: -10.72 -3.72 31.77  0.102
C: -13.85 -4.08 36.29  -0.016
C: -13.69 -5.13 35.21  -0.513
C: -12.15 -5.51 35.29  -0.126
C: -11.91 -6.49 36.39  -0.201
C: -12.72 -7.75 36.22  -0.087
C: -14.32 -7.39 36.29  -0.447
N: -14.50 -6.30 35.33  -0.090
O: -15.85 -5.87 35.28  -0.022
C: -15.19 -8.51 35.77  -0.047
C: -14.78 -7.04 37.77  -0.009
C: -13.91 -4.49 33.84  -0.023
H: -14.73 -3.56 36.10  0.065
H: -13.07 -3.35 36.21  0.058
H: -13.72 -4.50 37.27  0.072
H: -11.75 -5.85 34.32  0.106
H: -11.64 -4.52 35.41  0.097
H: -12.08 -6.03 37.37  0.103
H: -10.82 -6.68 36.44  0.090
H: -12.50 -8.48 37.00  0.115
H: -12.56 -8.27 35.29  0.102
H: -14.93 -8.86 34.74  0.087
H: -15.14 -9.35 36.45  0.076
H: -16.22 -8.16 35.71  0.081
H: -14.14 -6.29 38.23  0.054
H: -15.80 -6.65 37.84  0.078
H: -14.74 -7.97 38.31  0.073
H: -13.30 -3.56 33.74  0.088
H: -14.98 -4.27 33.65  0.093
H: -13.62 -5.23 33.10  0.064
H: -16.04 -5.38 36.06  0.067
C: -4.33 -10.87 36.03  -0.063
C: -3.29 -9.77 36.36  -0.146
O: -2.61 -9.32 35.10  0.009
C: -3.51 -8.81 34.19  -0.555
O: -4.60 -8.32 34.51  0.055
O: -2.96 -8.69 32.99  0.016
C: -3.66 -7.79 32.11  -0.013
H: -5.12 -10.42 35.47  0.032
H: -4.86 -11.34 36.87  0.081
H: -3.92 -11.69 35.46  0.078
H: -2.51 -10.08 37.08  0.123
H: -3.81 -8.85 36.76  0.120
H: -4.53 -8.33 31.66  0.108
H: -2.97 -7.55 31.30  0.107
H: -3.88 -6.94 32.70  0.031
C: -10.23 4.34 29.00  -0.063
C: -9.54 3.68 27.86  -0.163
O: -9.73 2.21 27.83  0.023
C: -9.07 1.51 28.71  -0.608
O: -8.16 1.92 29.42  0.106
O: -9.58 0.28 28.64  -0.028
C: -8.82 -0.76 29.29  0.008
H: -9.62 4.35 29.91  0.062
H: -11.22 3.92 29.20  0.065
H: -10.41 5.42 28.88  0.090
H: -8.39 3.85 27.87  0.157
H: -9.96 4.00 26.93  0.111
H: -8.94 -0.65 30.34  0.075
H: -7.80 -0.69 28.88  0.061
H: -9.20 -1.71 28.88  0.085
C: -4.68 -5.09 36.70  -0.041
C: -6.15 -5.28 36.42  -0.191
O: -6.96 -4.24 37.07  0.021
C: -8.23 -4.62 37.36  -0.550
O: -8.73 -5.73 37.15  0.089
O: -8.84 -3.61 37.94  -0.001
C: -10.18 -3.75 38.26  -0.052
H: -4.08 -5.66 35.92  0.087
H: -4.42 -5.51 37.69  0.085
H: -4.51 -4.00 36.54  0.087
H: -6.55 -6.20 36.75  0.106
H: -6.38 -5.12 35.38  0.069
H: -10.74 -3.71 37.36  0.065
H: -10.39 -2.89 38.93  0.112
H: -10.38 -4.69 38.82  0.113
C: -11.50 -0.83 36.44  -0.050
C: -10.54 0.32 36.20  -0.182
O: -9.22 -0.23 36.10  0.020
C: -8.64 -0.51 37.23  -0.607
O: -9.05 -0.38 38.36  0.131
O: -7.41 -1.01 36.87  -0.035
C: -6.46 -1.13 37.89  -0.056
H: -11.25 -1.58 35.67  0.078
H: -12.52 -0.59 36.24  0.066
H: -11.40 -1.27 37.45  0.083
H: -10.53 0.93 37.08  0.115
H: -10.59 0.98 35.33  0.121
H: -5.70 -1.74 37.45  0.079
H: -6.82 -1.64 38.79  0.102
H: -6.11 -0.12 38.04  0.099
C: -1.29 0.73 32.53  -0.086
C: -1.12 -0.66 32.08  -0.170
O: -2.43 -1.35 32.47  0.016
C: -2.49 -2.62 32.09  -0.620
O: -1.91 -3.18 31.19  0.113
O: -3.36 -3.23 32.91  -0.018
C: -3.62 -4.62 32.61  -0.038
H: -0.38 1.32 32.35  0.091
H: -1.42 0.61 33.63  0.097
H: -2.18 1.25 32.18  0.081
H: -0.40 -1.17 32.74  0.134
H: -0.94 -0.91 31.04  0.119
H: -4.34 -4.59 31.77  0.092
H: -4.13 -4.98 33.48  0.064
H: -2.62 -5.01 32.28  0.118

## Properties
- max |F| (eV/A) = 4.2
- total energy (eV) = -170697.2667